(1)
C26H38BBeCl4F10N11O4S2 | wB97M-V/def2-TZVPD

ORCA input file:
```
! wB97M-V def2-TZVPD RIJCOSX def2/J DEFGRID3
* xyz 0 1
Be -0.8497 -3.3473 -0.9684
B -2.9076 -3.7125 -3.0216
F -3.0085 -3.1940 -1.7276
F -1.6648 -4.3649 -2.9754
F -3.9918 -4.5581 -3.2036
F -2.9072 -2.6574 -3.9160
C 1.8388 -1.2902 2.0014
F 2.4738 -0.2685 2.5219
F 2.5345 -2.4079 2.2047
F 0.6603 -1.4177 2.6063
S 1.5207 -1.0115 0.1111
O 1.9982 0.3223 -0.1070
O 2.2317 -1.9879 -0.6806
N -0.1728 -1.2974 0.0121
S -0.7513 0.1830 -0.0397
O -0.4779 0.9030 1.1963
O -0.4852 0.9500 -1.2412
C -2.6863 -0.0925 -0.1468
F -2.9524 -0.7185 -1.2732
F -3.0897 -0.7734 0.9223
F -3.2368 1.1050 -0.1797
C -0.0888 4.0871 -1.9989
C -0.3660 3.9018 -3.4378
N -0.5885 3.7570 -4.5553
H -0.9971 3.8862 -1.4351
H 0.3218 5.0767 -1.8240
H 0.6292 3.2891 -1.8075
C -1.9032 2.4786 3.9831
C -1.1829 1.8255 5.0782
N -0.6023 1.2562 5.8899
H -1.2823 2.3143 3.1026
H -2.1576 3.5159 4.1721
H -2.7828 1.8376 3.8959
C 5.5160 -1.9750 0.5513
C 5.3804 -3.1145 -0.3524
N 5.3115 -3.9784 -1.1065
H 6.5788 -1.7806 0.6770
H 5.1178 -2.3364 1.5001
H 4.9584 -1.1110 0.2059
C -5.3711 -2.9213 -0.0569
C -6.5676 -3.0634 0.7809
N -7.5510 -3.1806 1.3608
H -4.7879 -2.0416 0.2014
H -5.5596 -2.7434 -1.1170
H -4.8111 -3.8531 -0.0523
C -0.8979 0.3356 -4.2967
C -0.4551 -0.8834 -3.6197
N -0.1041 -1.8338 -3.0826
H -1.4084 0.0371 -5.2098
H -0.1519 1.0964 -4.5321
H -1.4986 0.9096 -3.5887
C -4.7988 3.9680 0.0230
C -3.4623 3.9225 0.6529
N -2.3808 3.8729 1.0337
H -5.1527 2.9471 -0.0985
H -4.6955 4.4551 -0.9435
H -5.3995 4.5339 0.7330
C -5.1029 -0.3857 -3.4182
C -5.6154 0.1805 -4.6606
N -5.9902 0.6225 -5.6506
H -5.5566 0.1424 -2.5765
H -4.0544 -0.1145 -3.3017
H -5.2373 -1.4604 -3.3415
C -1.4262 -3.6201 3.5810
C -1.9396 -3.5440 2.2076
N -2.2915 -3.4601 1.1162
H -2.0837 -4.2408 4.1840
H -1.3594 -2.6215 4.0126
H -0.3994 -3.9725 3.4893
C 4.1983 -3.9226 4.3212
C 5.3377 -3.0272 4.1515
N 6.2542 -2.3566 3.9890
H 4.4324 -4.9631 4.5287
H 3.4988 -3.9542 3.4876
H 3.5661 -3.4678 5.0877
C 3.0098 -1.0505 -3.5641
C 3.4229 -1.1756 -4.9566
N 3.8010 -1.2312 -6.0386
H 2.2647 -0.2755 -3.3925
H 3.8477 -0.8311 -2.9043
H 2.5660 -1.9958 -3.2570
Cl 6.2908 1.1885 0.3993
C 4.9375 2.3125 0.0911
C 5.4433 3.6282 -0.4192
Cl 6.4199 4.5344 0.7544
H 4.4449 2.3917 1.0584
H 4.2024 1.8860 -0.5908
H 4.6244 4.3005 -0.6749
H 6.0038 3.5001 -1.3446
Cl 2.0980 4.1684 0.7319
C 1.0559 4.0378 2.1421
C 1.6287 3.0088 3.1286
Cl 3.3302 3.2088 3.5923
H 0.0888 3.6798 1.7894
H 0.9088 5.0222 2.5795
H 1.4752 1.9785 2.8118
H 1.0197 3.0281 4.0345
*
```

The frontier orbital gap comes out at 0.212 Ha. The total energy comes out at -5592.1891 hartree. The value obtained for the molar mass is 984.41 g/mol. The calculation puts the lowest unoccupied orbital energy at -0.179 hartree.

***

(2)
C20H32N3O6PTc | wB97M-V/def2-TZVPD

ORCA input file:
```
! wB97M-V def2-TZVPD RIJCOSX def2/J DEFGRID3
* xyz 2 4
Tc -0.0762 -1.2556 1.4006
O 0.2913 -2.2048 5.1635
C 0.5914 -2.2400 4.0236
O -0.3425 -2.2200 3.0054
C 2.0217 -2.3562 3.4743
C 2.0521 -3.2100 2.2072
C 3.4522 -3.5812 1.7690
C 4.0340 -2.2379 1.2645
C 2.8899 -1.2727 1.4858
O 1.6992 -2.1504 1.1733
C 2.6332 -0.9976 2.9757
C 1.7426 0.2273 3.1246
O 1.9280 1.1704 3.8023
O 0.6480 0.2090 2.2488
H 2.6399 -2.7779 4.2641
H 1.2989 -3.9894 2.1446
H 3.4209 -4.3243 0.9760
H 4.0083 -4.0046 2.6035
H 4.2931 -2.2868 0.2098
H 4.9162 -1.9159 1.8148
H 2.8390 -0.4125 0.8231
H 3.5558 -0.7697 3.5055
O -0.1704 -0.5922 -0.4434
P -1.0223 0.5717 -1.0851
N -0.8276 0.4554 -2.6692
C -1.0379 1.5784 -3.6070
C 0.1798 1.5210 -4.5466
C 0.8457 0.1541 -4.2832
C -0.1580 -0.6154 -3.4281
N -0.5936 2.0224 -0.5289
C 0.7767 2.5469 -0.7620
C 0.9289 3.6254 0.3063
C -0.4964 4.1445 0.4744
C -1.3286 2.8693 0.4441
N -2.5726 0.2880 -0.5916
C -2.8574 -0.0396 0.7771
C -4.1413 -0.8668 0.7652
C -4.1816 -1.4360 -0.6510
C -3.6169 -0.2947 -1.4828
H -1.1390 2.5162 -3.0628
H -1.9666 1.4015 -4.1532
H 0.8707 2.3368 -4.3420
H -0.1395 1.6253 -5.5810
H 1.7778 0.2824 -3.7321
H 1.0785 -0.3807 -5.2013
H 0.2861 -1.3472 -2.7588
H -0.9031 -1.1172 -4.0516
H 0.8389 2.9670 -1.7691
H 1.5171 1.7487 -0.6764
H 1.6342 4.3964 0.0047
H 1.2831 3.1862 1.2416
H -0.7713 4.7894 -0.3618
H -0.6453 4.7035 1.3951
H -2.3526 3.0266 0.1093
H -1.3355 2.3999 1.4318
H -2.8692 0.8097 1.4582
H -2.0063 -0.6996 1.2125
H -4.9809 -0.1915 0.9382
H -4.1586 -1.6154 1.5542
H -5.1854 -1.7155 -0.9623
H -3.5446 -2.3198 -0.7353
H -4.3732 0.4672 -1.6768
H -3.1788 -0.6018 -2.4294
*
```

The frontier orbital gap (spin up / spin down) comes out at 0.262 / 0.252 Ha. The total energy comes out at -1818.6600 hartree. The value obtained for the molar mass is 539.47 g/mol. The calculation puts the lowest unoccupied orbital energy (spin up / spin down) at -0.309 / -0.321 hartree. The calculation puts the energy relative to the best compared isomer or geometry (same formula, charge and spin) at 0.00 kJ/mol.

***

(3)
C25H30N4O5Se2Ti | wB97M-V/def2-TZVPD

ORCA input file:
```
! wB97M-V def2-TZVPD RIJCOSX def2/J DEFGRID3
* xyz -2 3
Ti 0.4485 -0.1085 -0.3975
C 2.6858 -3.4483 -0.4389
O 3.0656 -3.4716 -1.8023
C 3.2434 -2.2251 -2.3994
C 4.3376 -2.0978 -3.2500
C 4.5807 -0.8980 -3.9053
C 3.7612 0.1852 -3.6872
C 2.6603 0.1112 -2.8157
C 1.8502 1.2509 -2.5759
N 0.9036 1.2855 -1.6608
N 0.1349 2.3823 -1.5365
C -0.6111 2.3100 -0.4349
O -0.4168 1.3221 0.4334
C -1.6792 3.2423 -0.2341
C -2.5445 3.1224 0.8815
C -3.6361 3.9401 1.0207
C -3.9217 4.9201 0.0700
C -3.0714 5.0635 -1.0299
C -1.9816 4.2472 -1.1868
C 2.3689 -1.1428 -2.1751
O 1.2968 -1.2650 -1.4398
H 2.7962 -4.4723 -0.0735
H 1.6473 -3.1299 -0.3080
H 3.3467 -2.7875 0.1327
H 4.9878 -2.9514 -3.3877
H 5.4432 -0.8049 -4.5556
H 3.9714 1.1306 -4.1726
H 2.0286 2.1570 -3.1668
H -2.3260 2.3806 1.6381
H -4.2995 3.8234 1.8718
H -4.7918 5.5554 0.1771
H -3.2932 5.8268 -1.7713
H -1.3233 4.3381 -2.0380
O -0.0562 1.5485 3.1302
C -0.2402 0.2192 3.5160
C 1.0388 -0.6811 3.4530
C 1.3414 -1.0899 4.9157
O 2.5087 -1.8649 5.0927
C 2.2610 0.1069 2.9666
Se 2.6179 0.2065 0.9965
C 0.8575 -1.9869 2.6552
Se -0.5346 -2.0505 1.2480
H -0.0059 1.5698 2.1454
H -1.0470 -0.2499 2.9319
H -0.5766 0.2647 4.5616
H 0.4799 -1.6569 5.3074
H 1.4767 -0.1923 5.5279
H 2.5955 -2.4145 4.3057
H 3.1669 -0.3393 3.3878
H 2.1941 1.1424 3.3088
H 0.6050 -2.8165 3.3288
H 1.7852 -2.2294 2.1265
C -4.7338 -0.5333 0.1147
C -3.5419 -0.8040 -0.7344
C -3.2647 -1.6692 -1.7746
C -1.9169 -1.4487 -2.1122
N -1.4027 -0.4971 -1.3253
N -2.4050 -0.1109 -0.5175
C -1.0867 -2.1235 -3.1489
H -5.5997 -1.1007 -0.2217
H -4.9630 0.5336 0.0923
H -4.5107 -0.8111 1.1474
H -3.9292 -2.3925 -2.2110
H -2.1933 0.5476 0.2300
H -1.6319 -2.9331 -3.6286
H -0.1830 -2.5217 -2.6844
H -0.7681 -1.4127 -3.9129
*
```

The frontier orbital gap (spin up / spin down) comes out at 0.143 / 0.213 Ha. The total energy comes out at -7218.3031 hartree. The value obtained for the molar mass is 672.33 g/mol. The calculation puts the lowest unoccupied orbital energy (spin up / spin down) at 0.167 / 0.167 hartree. The calculation puts the energy relative to the best compared isomer or geometry (same formula, charge and spin) at 139.41 kJ/mol.

***

(4)
C4Cl2GdO4Yb | wB97M-V/def2-TZVPD

ORCA input file:
```
! wB97M-V def2-TZVPD RIJCOSX def2/J DEFGRID3
* xyz 4 9
Yb 0.9829 -1.8616 0.5995
Gd 0.0383 1.9696 -0.3198
Cl 2.1655 0.1901 -0.4192
Cl -0.9716 0.0368 1.0894
C -2.1174 2.8159 0.4702
C 1.2783 -2.7032 -1.6709
C -0.8659 -3.0681 -0.4899
O -3.1714 3.0318 0.9035
O 1.1806 -3.0108 -2.7729
O -1.6374 -3.5353 -1.1991
O 1.8872 3.2425 2.3469
C 1.2310 2.8923 1.4623
*
```

The frontier orbital gap (spin up / spin down) comes out at 0.387 / 0.228 Ha. The total energy comes out at -3296.3268 hartree. The value obtained for the molar mass is 513.24 g/mol. The calculation puts the lowest unoccupied orbital energy (spin up / spin down) at -0.628 / -0.786 hartree.

***

(5)
C4H8O2 | wB97M-V/def2-TZVPD

ORCA input file:
```
! wB97M-V def2-TZVPD RIJCOSX def2/J DEFGRID3
* xyz 0 1
C 1.7176 0.4503 -0.0008
C 0.7314 -0.5425 0.5767
O -0.1466 -0.0447 1.5599
C -0.5407 -0.8065 -0.0584
C -1.3175 0.1899 -0.8432
O -2.3047 0.4301 0.1004
H 1.2257 1.3769 -0.3124
H 2.2455 0.0208 -0.8615
H 2.4581 0.7065 0.7650
H 1.2286 -1.4649 0.8978
H -1.0296 -1.7746 0.0706
H -1.7753 -0.2187 -1.7374
H -0.7534 1.0882 -1.1122
H -1.7392 0.5891 0.9555
*
```

The frontier orbital gap comes out at 0.380 Ha. The total energy comes out at -307.5878 hartree. The value obtained for the molar mass is 88.11 g/mol. The calculation puts the lowest unoccupied orbital energy at 0.017 hartree. The calculation puts the energy relative to the best compared isomer or geometry (same formula, charge and spin) at 327.09 kJ/mol.

***

(6)
C5H5NO | wB97M-V/def2-TZVPD

ORCA input file:
```
! wB97M-V def2-TZVPD RIJCOSX def2/J DEFGRID3
* xyz 0 1
O -0.7073 -1.9708 1.2810
C -0.2618 -1.0105 0.6923
C 0.8244 -0.9329 -0.3187
N -1.1576 0.1003 -0.8504
C -0.7613 0.4046 0.5409
C 0.4167 1.2312 0.1604
C 1.3502 0.3762 -0.3733
H 1.2937 -1.8113 -0.7546
H -2.1600 -0.1578 -0.8267
H -1.5170 0.7946 1.2228
H 0.4258 2.3141 0.1246
H 2.2540 0.6622 -0.8983
*
```

The frontier orbital gap (spin up / spin down) comes out at 0.300 / 0.287 Ha. The total energy comes out at -323.3706 hartree. The value obtained for the molar mass is 95.10 g/mol. The calculation puts the lowest unoccupied orbital energy (spin up / spin down) at -0.037 / -0.030 hartree. The calculation puts the energy relative to the best compared isomer or geometry (same formula, charge and spin) at 391.42 kJ/mol.

***

> What is the formula in the second record?

C20H32N3O6PTc

***

> Among the records above, which one has the lowest molar mass?

C4H8O2

***

> molar mass of number 2 (C20H32N3O6PTc)?

539.47 g/mol